1.
Density functional theory data (the ωB97M-V functional and the def2-TZVPD basis) for a molecular structure, C22H20LaN7O6S2 in a non-equilibrium geometry.

```
58
Properties=species:S:1:pos:R:3:forces:R:3:nbo_charge:R:1
La -0.097 0.282 1.102 -0.068 -0.007 -1.162 1.99
S 2.480 -0.464 -0.384 0.446 0.744 0.210 -0.32
S 1.775 2.670 1.016 -0.063 0.012 0.144 -0.41
O 0.929 -3.369 -1.330 -0.318 -0.384 0.539 -0.61
O -3.359 2.793 3.133 -0.728 0.573 -0.140 -0.67
O 1.017 -2.306 4.690 0.818 -0.952 -0.018 -0.67
O 0.791 -1.338 2.629 0.325 -0.778 1.331 -0.83
O -2.074 -1.402 1.352 -0.720 -0.812 0.333 -0.72
O -2.006 1.806 1.582 -0.658 0.314 1.593 -0.83
N -0.613 -2.151 -0.135 0.610 0.052 -0.140 -0.72
N -1.034 0.257 3.523 1.805 -1.029 1.056 -0.48
N 5.975 0.645 -1.202 -1.237 0.025 0.901 -0.41
N -0.087 0.923 -3.581 -0.633 0.450 -0.623 -0.45
N 4.937 4.181 0.109 0.653 0.510 -0.076 -0.41
N -0.946 0.816 -1.419 -1.475 -1.391 -0.995 -0.67
N 0.324 2.605 -2.024 -1.145 0.655 0.949 -0.61
C -1.908 -0.243 -1.980 -0.397 0.689 -1.127 -0.22
C 0.977 1.438 -4.415 0.234 1.673 0.872 -0.21
C -2.578 1.949 2.746 1.481 -0.911 -0.998 0.77
C 3.318 2.165 0.352 0.065 -1.078 -0.487 -0.31
C -1.334 -1.200 -3.086 -0.095 2.053 -0.045 -0.41
C -2.401 -0.216 5.972 0.857 0.441 -1.117 -0.19
C 4.306 3.228 0.218 -1.236 -1.067 0.237 0.30
C -0.082 -0.530 -3.608 0.818 -0.755 1.246 -0.22
C -0.465 -4.422 0.403 -0.974 -2.014 -1.145 -0.52
C -2.109 0.914 3.799 -1.624 0.621 0.329 0.12
C -0.253 1.445 -2.330 -0.665 -1.418 0.370 0.65
C 0.086 -3.290 -0.453 -0.349 0.337 -0.635 0.68
C 1.461 3.078 -2.713 1.904 1.937 0.378 -0.22
C 4.943 0.731 -0.666 0.262 -0.164 -0.827 0.30
C 0.556 -1.525 3.883 -0.631 1.131 -0.438 0.77
C 3.571 0.882 -0.141 0.806 1.206 -0.124 -0.28
C -2.833 0.674 4.968 -1.480 0.298 0.870 -0.22
C -1.462 -3.790 1.338 -0.917 0.117 0.281 -0.51
C -1.490 -2.389 0.847 0.978 1.997 -0.205 0.66
C 1.224 2.954 -4.199 0.251 -0.817 -0.118 -0.41
C -0.554 -0.620 4.432 -1.118 -0.348 -0.337 0.11
C -1.211 -0.892 5.650 0.204 0.112 -0.341 -0.24
H 0.241 2.781 -1.023 0.360 0.334 -0.199 0.44
H 1.934 0.937 -4.157 -0.412 -0.044 -0.533 0.20
H -0.882 -5.291 -0.224 0.293 1.492 0.505 0.21
H -2.486 -4.180 1.276 0.255 -0.190 0.248 0.22
H -1.144 -2.190 -2.759 0.561 -0.785 0.692 0.23
H 0.774 -0.768 -2.947 -0.175 -0.689 -0.461 0.23
H -0.830 -1.693 6.282 0.163 0.347 -0.177 0.23
H 0.280 -4.925 0.943 1.485 -0.401 0.764 0.23
H -2.258 -0.856 -1.167 -0.165 0.236 0.323 0.22
H 2.080 3.208 -4.834 0.166 0.052 0.466 0.21
H -1.134 -3.712 2.384 -0.138 -0.344 -0.215 0.25
H 2.315 2.444 -2.430 0.239 0.372 -0.116 0.20
H -2.000 -1.321 -3.942 -0.515 0.308 0.141 0.17
H 1.695 4.154 -2.373 -0.384 -1.643 -0.493 0.21
H 0.653 1.339 -5.417 0.116 -0.730 -1.298 0.19
H -2.872 -0.378 6.967 0.018 0.166 -1.127 0.21
H -3.813 1.182 4.993 0.728 -0.112 0.373 0.23
H 0.075 -0.858 -4.615 0.530 -0.056 -0.626 0.19
H -2.825 0.226 -2.497 1.296 -0.063 1.075 0.17
H 0.424 3.611 -4.541 -0.406 -0.272 0.119 0.20
```
Forces are in eV/Å.

The value obtained for the HOMO-LUMO gap is 6.165 eV. Its strongest force on any atom is 0.0533 hartree/bohr. Its HOMO energy is -1.727 eV. As for the LUMO energy: 4.44 eV. As for the total charge: -2.


2.
Density functional theory data (the ωB97M-V functional and the def2-TZVPD basis) for C22H20N2O3 in the gas phase in a non-equilibrium geometry.

```
47
Properties=species:S:1:pos:R:3:forces:R:3:nbo_charge:R:1
O -0.443 -1.166 -1.116 0.233 6.450 5.240 -0.67
O 1.566 -0.918 5.438 -2.211 6.609 -0.754 -0.57
O 0.676 1.470 -1.908 -3.749 -3.461 5.449 -0.48
N 0.199 -0.703 1.158 -3.652 6.740 -4.809 -0.52
N 2.018 -2.955 4.787 1.476 -0.756 3.027 -0.60
C -2.129 1.079 -5.042 -3.822 -3.976 -4.827 -0.22
C -2.641 2.872 0.521 -0.486 -7.458 2.859 -0.27
C -0.206 1.935 -4.227 2.222 -1.691 3.777 -0.11
C 1.103 -4.094 1.558 2.047 -3.972 -3.001 -0.17
C -0.565 1.824 -1.220 4.849 8.054 -8.425 0.32
C 1.658 -2.749 3.553 -1.344 -8.009 -5.805 0.23
C 0.704 -1.814 1.637 0.193 -2.990 -3.290 0.18
C -2.068 1.443 0.715 4.422 7.214 -6.964 -0.06
C 0.842 -2.933 0.833 -3.344 -0.326 -1.531 -0.30
C 1.007 -1.753 2.934 2.710 -11.658 -6.353 -0.30
C -2.176 3.561 -0.495 4.739 2.811 -6.469 -0.17
C 1.955 -1.967 5.656 3.323 -5.707 5.127 0.71
C -1.015 3.151 -1.555 -5.661 -5.458 9.642 -0.17
C -1.085 2.975 -6.152 -9.960 -1.741 -5.231 -0.21
C 1.636 -4.083 2.810 0.848 1.259 1.262 -0.29
C -0.999 0.871 -4.321 -1.620 -2.131 4.572 -0.20
C -0.359 -0.124 -0.051 3.348 -14.739 -3.235 0.66
C 2.496 -2.537 7.055 7.225 8.596 -1.803 -0.69
C -0.468 2.941 -5.056 8.900 6.584 2.227 -0.20
C 0.837 1.903 -3.090 1.868 8.007 -4.441 0.00
C -2.236 1.974 -6.137 4.949 0.574 3.267 -0.19
C -0.830 1.128 -0.210 -8.057 -0.648 9.122 -0.28
H -3.577 2.951 1.128 1.091 1.028 -0.631 0.25
H -1.346 3.876 -6.726 1.134 -0.445 -0.099 0.22
H 0.199 -2.902 -0.196 2.277 -0.077 2.501 0.30
H 2.107 -5.029 3.244 -0.874 1.527 -0.386 0.21
H 3.737 -2.903 6.994 -3.771 1.121 0.011 0.21
H 0.002 -0.054 1.845 0.081 1.722 1.963 0.38
H -2.951 1.847 -6.857 -1.772 0.055 -1.597 0.21
H 1.975 -3.250 7.371 -4.390 -6.093 2.706 0.18
H -1.030 0.123 -3.383 0.399 1.095 -2.579 0.26
H -2.325 0.783 1.390 -1.487 -3.154 3.412 0.19
H 1.238 3.163 -2.910 -1.261 -2.366 -0.972 0.07
H 1.199 -5.195 0.897 -0.607 3.329 2.122 0.21
H -2.844 0.107 -5.143 1.214 2.589 0.636 0.21
H 2.458 -1.613 7.810 0.162 -2.230 -1.520 0.24
H 1.778 1.622 -3.432 1.509 -1.342 -0.904 0.21
H 0.980 -1.119 3.491 -1.652 14.268 9.914 0.20
H -0.744 3.666 -2.335 1.285 2.976 -3.855 0.22
H -2.398 4.606 -0.756 -0.766 -0.521 0.612 0.22
H 0.324 3.892 -5.130 -1.649 -2.169 1.360 0.19
H 2.357 -3.832 5.205 -0.368 0.513 -1.328 0.42
```
Forces are in eV/Å.

The value obtained for the HOMO-LUMO gap is 7.066 eV. Its strongest force on any atom is 0.3394 hartree/bohr. As for the SMILES: CC(=O)Nc1cccc(NC(=O)c2ccccc2OCc2ccccc2)c1. Its HOMO energy is -7.843 eV. As for the LUMO energy: -0.78 eV.


3.
Density functional theory data (the ωB97M-V functional and the def2-TZVPD basis) for C22H20N4O3 in the gas phase in a non-equilibrium geometry.

```
49
Properties=species:S:1:pos:R:3:forces:R:3:nbo_charge:R:1
O 7.992 -0.811 -2.428 0.013 -0.307 0.096 -0.49
O 2.411 -2.226 -0.490 0.629 -0.176 -0.111 -0.26
O 0.533 1.801 -1.264 0.092 -0.034 -0.014 -0.59
N 1.239 -1.572 -0.386 -0.936 0.639 0.047 -0.13
N -4.114 1.389 0.081 0.382 -0.231 -0.148 -0.15
N -0.822 0.178 -0.393 0.042 -0.286 0.072 -0.58
N -3.564 2.492 -0.407 -0.388 0.658 -0.079 -0.25
C -6.954 1.025 2.496 0.049 0.003 0.067 0.08
C 4.695 -1.905 -1.196 0.373 -0.574 0.083 0.00
C -4.836 1.610 4.212 -0.001 0.009 0.075 -0.21
C -4.650 1.634 2.841 0.015 0.019 -0.056 -0.20
C -5.492 1.364 0.477 -0.469 0.038 0.162 -0.23
C -3.221 0.379 0.171 0.432 0.022 -0.157 -0.09
C 7.755 0.527 -2.798 -0.037 0.215 -0.060 -0.25
C 5.675 -1.065 -1.729 0.059 0.070 -0.038 -0.31
C -8.111 0.724 1.592 0.054 -0.008 0.004 -0.65
C 7.269 -2.860 -1.575 0.019 0.152 -0.054 -0.24
C -2.299 2.212 -0.648 0.153 -0.204 0.055 -0.08
C 6.965 -1.540 -1.919 -0.085 -0.161 0.075 0.32
C 3.349 -1.404 -0.999 -0.658 1.222 -0.212 0.29
C 0.352 0.671 -0.859 -0.473 -0.148 0.173 0.64
C -5.694 1.335 1.977 0.054 -0.011 0.061 -0.07
C -7.124 1.004 3.874 0.009 0.012 -0.025 -0.24
C 1.432 -0.347 -0.824 0.860 -0.755 0.010 0.05
C 2.773 -0.177 -1.233 0.147 -0.725 0.191 -0.31
C 6.297 -3.685 -1.050 0.136 0.072 -0.060 -0.19
C 5.008 -3.219 -0.857 -0.243 0.243 -0.013 -0.23
C -6.076 1.288 4.731 0.036 0.014 0.082 -0.21
C -2.019 0.876 -0.299 -0.518 0.160 0.095 0.04
H -3.682 1.896 2.443 0.100 0.008 -0.074 0.22
H 3.202 0.718 -1.629 0.159 0.177 -0.098 0.25
H -5.975 0.491 0.024 0.040 0.154 -0.020 0.21
H -8.096 0.762 4.280 -0.106 -0.026 0.019 0.21
H -5.950 2.268 0.062 0.068 -0.179 -0.064 0.24
H 7.003 0.598 -3.589 0.015 -0.003 0.037 0.18
H 7.442 1.131 -1.941 -0.002 -0.025 -0.031 0.18
H 5.412 -0.053 -1.985 0.019 0.136 -0.050 0.22
H 8.707 0.901 -3.172 -0.097 0.020 0.020 0.20
H -9.019 0.583 2.172 -0.070 -0.006 -0.018 0.22
H 8.278 -3.209 -1.731 0.122 -0.044 -0.018 0.23
H -1.632 2.941 -1.055 0.097 0.150 -0.074 0.24
H -6.231 1.265 5.799 -0.013 -0.005 0.093 0.21
H 6.544 -4.702 -0.788 0.032 -0.083 0.018 0.22
H -4.012 1.844 4.869 0.072 0.023 0.058 0.21
H -8.272 1.538 0.887 -0.093 0.019 -0.104 0.22
H -3.486 -0.587 0.550 -0.080 -0.214 0.099 0.22
H -7.930 -0.185 1.018 -0.058 -0.054 -0.095 0.21
H 4.243 -3.859 -0.447 -0.043 -0.074 0.036 0.23
H -0.819 -0.787 -0.089 0.092 0.099 -0.055 0.42
```
Forces are in eV/Å.

The value obtained for the HOMO-LUMO gap is 8.538 eV. Its strongest force on any atom is 0.0273 hartree/bohr. As for the SMILES: COc1cccc(-c2cc(C(=O)Nc3cnn(Cc4ccccc4C)c3)no2)c1. Its HOMO energy is -8.375 eV. As for the LUMO energy: 0.16 eV.


4.
Density functional theory data (the ωB97M-V functional and the def2-TZVPD basis) for C22H20N4O3S in the gas phase in a non-equilibrium geometry.

```
50
Properties=species:S:1:pos:R:3:forces:R:3:nbo_charge:R:1
S 0.878 -3.528 2.040 -0.299 0.654 0.305 0.36
O 0.387 1.753 2.432 0.393 0.341 -0.256 -0.42
O -0.647 -2.644 4.186 1.599 -2.597 0.847 -0.47
O -0.800 4.035 -4.188 -0.103 -0.307 0.173 -0.62
N 1.037 -6.980 3.823 1.009 -0.269 -1.771 -0.38
N 1.187 3.775 0.212 -0.105 -0.072 0.410 -0.45
N 0.139 -4.826 4.186 -0.769 2.360 -0.627 -0.45
N 0.835 3.834 -2.610 -0.786 0.699 -0.753 -0.46
C -1.637 2.100 1.496 0.798 -0.118 -0.035 -0.30
C -0.015 -0.469 3.353 0.562 -1.253 0.416 -0.32
C 1.690 4.926 -0.591 1.202 -0.337 1.360 -0.23
C 1.370 -5.173 2.249 0.535 0.404 -1.691 -0.28
C -0.396 2.623 1.705 -1.480 0.096 -0.405 0.32
C 2.054 4.216 -1.907 0.670 2.115 -1.139 -0.06
C -2.582 -0.225 2.295 1.045 -1.255 0.528 -0.17
C 0.062 3.971 1.171 1.714 -1.512 -0.589 -0.25
C 1.829 -7.749 3.001 -0.463 2.908 0.588 0.03
C 2.176 -5.912 1.404 0.129 -1.757 0.612 -0.16
C -0.367 0.633 2.642 -1.121 0.556 -0.505 0.29
C 2.444 -7.238 1.845 -0.730 0.944 -0.594 -0.27
C -1.642 0.778 2.076 0.012 0.099 0.646 -0.11
C 0.067 -3.645 3.598 -0.241 -2.029 1.137 0.38
C 0.198 2.754 -1.842 1.433 -0.214 -0.117 -0.23
C 0.219 4.458 -3.684 0.600 0.572 0.699 0.70
C -0.923 -1.533 3.510 -0.805 2.684 -1.755 0.34
C 0.835 -5.708 3.396 0.177 -1.456 1.843 0.29
C -2.210 -1.419 2.995 -0.568 1.903 -1.149 -0.27
C 0.867 5.758 -4.199 0.318 -0.428 0.949 -0.71
C 1.245 2.624 -0.699 -0.946 -1.037 0.613 -0.06
C 2.530 2.916 -1.405 0.890 -0.829 0.064 -0.41
H 3.393 3.016 -0.754 -0.043 -0.103 0.241 0.22
H 0.134 1.861 -2.454 -0.177 -0.292 -0.027 0.21
H 0.431 4.604 1.976 -0.107 0.157 0.021 0.22
H 0.127 6.316 -4.759 -0.023 -0.109 -0.185 0.24
H 0.985 -0.521 3.717 0.561 -0.263 0.504 0.24
H 1.725 5.494 -4.821 -0.060 0.152 -0.131 0.23
H 1.243 1.634 -0.219 -0.278 0.514 0.200 0.22
H 3.060 -7.871 1.221 0.062 -0.094 0.132 0.22
H 0.954 5.699 -0.699 -0.501 0.497 -0.242 0.19
H -2.939 -2.214 3.097 0.171 -0.008 0.154 0.23
H 2.797 4.729 -2.559 -0.772 -0.072 0.452 0.23
H -2.419 2.573 0.940 -0.210 0.149 -0.100 0.23
H 2.102 -8.708 3.359 -0.151 -0.877 0.241 0.20
H 2.760 2.227 -2.200 0.007 -0.315 -0.342 0.22
H -0.791 4.419 0.680 -0.524 0.255 0.033 0.19
H 1.239 6.390 -3.369 -0.182 -0.352 -0.386 0.21
H 2.600 5.362 -0.058 -0.980 -0.314 -0.812 0.19
H -0.767 3.009 -1.466 -0.803 0.291 0.143 0.20
H 2.557 -5.553 0.446 -0.014 0.024 0.426 0.23
H -3.560 -0.108 1.889 -0.647 -0.106 -0.128 0.22
```
Forces are in eV/Å.

The value obtained for the HOMO-LUMO gap is 8.984 eV. Its strongest force on any atom is 0.0643 hartree/bohr. As for the SMILES: CC(=O)N1C[C@H]2C[C@@H]1CN2Cc1cc2ccc(Oc3nc4ncccc4s3)cc2o1. Its HOMO energy is -8.646 eV. As for the LUMO energy: 0.34 eV.